# 1
14
Properties=species:S:1:pos:R:3:forces:R:3 method="wB97M-V/def2-TZVPD" e_above_lowest_ev=3.873 spin_multiplicity=1 charge=0
C 1.94176 0.08472 -0.32816 -0.192 -1.511 -1.355
C 1.00611 1.18495 -0.45523 -2.109 1.081 -0.847
C -1.27286 -0.32877 0.05388 -0.767 2.886 -0.324
N -0.93417 -1.05468 1.15884 -1.430 0.223 0.435
F -1.19848 -1.03021 -1.06886 0.602 -1.276 -0.680
S -2.61200 0.88327 -0.15439 -0.396 -2.020 0.822
H 2.65157 0.22926 -1.17849 -0.310 -1.045 0.453
H 1.36217 -0.92033 -0.34375 1.316 1.162 -0.446
H 2.51697 0.10052 0.56974 0.323 0.084 0.754
H 0.93155 1.83340 0.43346 -0.410 0.098 -1.033
H 0.57016 1.42386 -1.51727 0.873 -0.163 2.524
H -0.17033 -1.65088 0.97182 0.888 -0.698 0.292
H -1.07532 -0.70258 2.10353 0.205 -0.001 -0.769
H -3.71713 -0.05252 -0.24513 1.407 1.180 0.175

---

# 2
14
Properties=species:S:1:pos:R:3:forces:R:3 method="wB97M-V/def2-TZVPD" e_above_lowest_ev=4.276 spin_multiplicity=1 charge=0
C -0.93851 2.07306 1.00713 1.431 0.285 -0.686
C 0.80230 -0.74023 1.74187 -0.200 0.177 -0.551
C 0.02028 -0.81796 -2.20921 -1.534 -0.311 -1.510
O 0.68425 -0.79827 0.25476 1.607 -0.863 2.279
F -1.66086 -1.48626 -0.23984 1.108 1.426 -0.435
P -0.53363 -0.25870 -0.52801 -2.078 -0.158 -0.731
H -0.18474 2.84705 0.55071 -0.772 -1.240 0.483
H -1.71720 2.11757 0.26320 -0.964 0.301 -0.315
H 0.76039 -1.76248 2.10935 0.260 -0.185 -0.265
H -0.09292 -0.24436 2.23178 1.441 0.152 -0.842
H 1.83252 -0.32276 1.89764 -1.380 -0.071 0.285
H -0.95774 -0.83791 -2.92066 2.137 -0.275 1.799
H 0.66229 -0.03326 -2.74875 -0.450 -1.409 1.141
H 0.45612 -1.89486 -2.05947 -0.604 2.173 -0.651

---

# 3
15
Properties=species:S:1:pos:R:3:forces:R:3 method="wB97M-V/def2-TZVPD" e_above_lowest_ev=5.026 spin_multiplicity=1 charge=+1
C -1.47159 0.60855 0.95207 -0.085 0.254 -0.001
C -0.42904 -1.54260 -0.07133 -0.229 -0.311 -0.046
C -0.46287 -0.06724 0.10058 -0.017 -0.078 0.048
N 0.83809 1.69705 -0.74002 0.153 0.714 0.013
N 0.53962 0.47317 -0.47358 0.742 0.445 0.418
O 0.66071 -1.74512 -0.90757 0.501 -1.395 -0.502
I 4.33664 0.58126 0.14853 -0.578 0.014 -0.084
H -1.94255 1.43723 0.42112 -0.058 -0.015 0.004
H -0.99674 1.02214 1.84339 0.058 0.012 0.019
H -2.23110 -0.10254 1.26728 -0.035 0.015 -0.029
H -1.36822 -1.91628 -0.51369 0.043 0.206 0.155
H -0.31975 -2.02082 0.91523 -0.045 0.129 -0.018
H 0.85963 -2.68668 -1.00612 -0.149 0.150 0.027
H 0.15733 2.36303 -1.09989 -0.022 -0.116 0.049
H 1.82983 1.89886 -0.83600 -0.279 -0.026 -0.054

---

# 4
14
Properties=species:S:1:pos:R:3:forces:R:3 method="wB97M-V/def2-TZVPD" e_above_lowest_ev=2.269 spin_multiplicity=1 charge=0
C -0.05573 -1.41342 -1.07229 -0.143 -0.920 0.840
C 0.22962 -0.34833 1.25053 -0.075 1.893 0.687
C 0.01750 -0.12351 -0.22637 1.463 -1.261 -1.386
N 0.60129 2.03093 0.09406 2.317 0.151 -0.749
O 0.71322 0.89255 -0.79683 -2.160 -0.883 1.079
I -2.69116 0.58618 -0.14838 1.303 -0.165 -0.178
H -0.19161 -1.33828 -2.15574 -0.110 0.513 0.384
H -0.88697 -2.01776 -0.63230 0.419 0.666 -0.563
H 0.81846 -2.11834 -0.91244 -0.399 1.268 0.071
H 1.29078 -0.16225 1.62334 -1.207 -0.137 -0.974
H -0.42710 0.42402 1.69991 0.643 -0.822 0.517
H -0.08570 -1.33054 1.54454 -0.310 -0.383 0.033
H 1.05427 2.75868 -0.48769 -0.843 -0.374 0.616
H -0.38686 2.16008 0.21965 -0.896 0.455 -0.377

---

# 5
17
Properties=species:S:1:pos:R:3:forces:R:3 method="wB97M-V/def2-TZVPD" spin_multiplicity=1 charge=0 smiles="CC[C@H](I)OP(=O)(O)O"
C -1.73673 1.17790 -0.37277 0.030 -0.082 0.038
C -1.35240 0.32359 0.84023 -0.216 0.029 0.022
C -0.62679 -0.95648 0.43766 -0.075 0.048 0.122
I -1.34817 -2.69519 1.46335 0.022 -0.006 0.052
O 0.77358 -0.89284 0.70468 -0.039 -0.078 -0.232
P 1.73988 -0.03691 -0.21825 0.086 -0.249 -0.067
O 1.71518 1.40096 0.00978 0.002 0.151 0.014
O 1.34988 -0.53999 -1.68049 0.294 0.067 0.082
O 3.14810 -0.75187 -0.01827 -0.117 0.003 0.298
H -2.68362 0.84029 -0.79515 0.008 -0.015 -0.040
H -1.84616 2.22013 -0.07920 -0.025 0.024 -0.047
H -0.98435 1.12625 -1.16092 0.058 0.102 0.063
H -2.25019 0.07049 1.40114 -0.008 0.032 0.012
H -0.71048 0.88418 1.51941 0.115 -0.077 -0.033
H -0.77971 -1.19393 -0.61192 0.018 -0.017 -0.026
H 2.07363 -0.37781 -2.30177 -0.213 0.006 -0.081
H 3.51836 -0.59877 0.86250 0.060 0.065 -0.177

---

# 6
13
Properties=species:S:1:pos:R:3:forces:R:3 method="wB97M-V/def2-TZVPD" e_above_lowest_ev=1.172 spin_multiplicity=1 charge=0 smiles=CCP(C)I
C 0.02041 1.91350 -0.27573 -0.956 0.599 1.256
C -0.64981 -2.15018 0.13531 0.342 -2.086 2.428
C 0.31551 0.47814 -0.02342 -0.936 -4.034 1.438
P -0.85627 -0.68598 -0.90468 -1.019 0.906 0.065
I -3.11811 0.26903 -0.00222 1.015 -0.579 -0.284
H -0.30106 2.07056 -1.26041 -0.655 -0.082 -1.716
H -0.79275 2.45359 0.34018 1.726 -1.170 -0.435
H 0.98048 2.32926 -0.28347 1.182 1.740 0.627
H -0.35908 -1.90325 1.25449 -0.609 -0.388 -2.164
H 0.16836 -2.87493 -0.24250 -1.214 1.298 0.305
H -1.60948 -2.76886 0.20431 1.280 0.885 -0.292
H 0.26176 0.02766 1.06959 0.414 1.673 -1.895
H 1.24842 0.01854 -0.49364 -0.569 1.237 0.669

---

# 7
12
Properties=species:S:1:pos:R:3:forces:R:3 method="wB97M-V/def2-TZVPD" e_above_lowest_ev=2.402 spin_multiplicity=1 charge=+1
C 0.09175 1.52929 0.62754 -2.303 -1.607 0.532
C 1.22193 -0.22482 -0.54103 1.639 -2.050 2.357
C -1.37159 -0.88732 0.11413 2.554 4.117 -2.392
N 0.11631 0.41230 0.05946 -3.452 -2.596 1.018
H -0.81118 1.77051 1.14452 -0.565 0.488 0.087
H 0.89837 2.14465 0.76387 2.253 1.455 -0.189
H 0.83764 -1.02205 -1.15951 0.500 -0.397 0.039
H 2.01762 -0.57504 0.29173 -1.950 0.537 -2.012
H 1.64791 0.48581 -1.13653 1.723 1.657 -1.776
H -1.18999 -1.35253 0.98219 1.380 -2.420 2.642
H -1.23897 -1.24447 -0.88463 -0.016 -0.622 -0.068
H -2.17634 -0.26331 0.28404 -1.764 1.436 -0.238

---

# 8
12
Properties=species:S:1:pos:R:3:forces:R:3 method="wB97M-V/def2-TZVPD" e_above_lowest_ev=2.349 spin_multiplicity=1 charge=+1
C -1.22367 0.35563 -0.59669 1.420 1.431 2.427
C -0.06113 0.43043 0.37037 4.743 0.740 -1.971
C 1.76544 0.05993 -0.12429 -2.940 -0.555 1.393
N -0.95682 -0.66733 0.41929 -1.758 -4.990 -1.335
H -2.03743 1.00059 -0.43036 -1.010 0.465 0.489
H -1.04995 0.19482 -1.59277 0.628 -1.191 -2.136
H -0.20672 1.05387 1.24529 0.353 0.054 -0.145
H 2.32327 -0.11508 0.85028 -1.049 -0.193 -1.270
H 2.27625 0.87968 -0.62611 -0.733 0.221 -0.100
H 1.64250 -0.83231 -0.80937 0.373 0.989 1.034
H -1.55600 -0.61319 1.21285 -0.779 -0.251 0.645
H -0.91575 -1.74703 0.08151 0.753 3.280 0.968

---

# 9
12
Properties=species:S:1:pos:R:3:forces:R:3 method="wB97M-V/def2-TZVPD" e_above_lowest_ev=0.230 spin_multiplicity=2 charge=+2 s_squared=0.75
C -0.90706 1.08129 0.11005 0.363 -1.312 0.412
C -0.15171 -0.15485 -0.10900 1.054 1.246 0.688
C 0.09431 -0.69752 -1.36985 -0.703 -0.469 -1.046
N 0.75051 -0.60487 1.00830 -0.184 -0.353 -1.140
H -0.22905 1.94877 -0.05996 0.156 0.034 -0.219
H -1.70301 1.15660 -0.63138 -0.260 0.243 0.216
H -1.15808 1.17666 1.17310 -0.516 0.198 -0.184
H 0.71113 -1.55305 -1.64038 0.199 0.002 0.415
H -0.43507 -0.25306 -2.21209 -0.014 0.061 0.048
H 0.29805 -0.69771 1.93284 0.058 0.302 -0.031
H 1.50882 0.09846 1.00638 0.041 0.041 0.696
H 1.22115 -1.50071 0.79200 -0.195 0.008 0.146

---

# 10
13
Properties=species:S:1:pos:R:3:forces:R:3 method="wB97M-V/def2-TZVPD" e_above_lowest_ev=3.816 spin_multiplicity=1 charge=0 smiles="C=NC.C=N"
C 1.11412 1.01696 2.90399 -0.593 -2.241 -0.711
N 1.60232 0.44611 1.87588 -0.520 -0.014 0.334
H 0.13437 0.66690 3.27574 -0.129 -0.004 -0.946
H 1.44643 1.63821 3.68697 1.772 1.385 0.324
H 2.55883 0.54579 1.50100 -0.512 0.870 0.999
C -1.97477 -1.11864 -1.56056 0.362 0.842 0.420
C 0.24019 -0.01912 -1.44365 -0.023 -2.796 -0.726
N -0.93230 -0.14665 -1.94414 0.324 0.040 0.922
H -2.88418 -0.54485 -1.22689 1.020 -0.614 0.083
H -1.65830 -1.92476 -0.87237 -0.154 0.537 0.098
H -2.29618 -1.59394 -2.47262 -0.017 -0.201 -0.466
H 0.87185 0.60065 -2.06347 0.293 0.753 0.452
H 0.85979 -0.75940 -0.74922 -1.824 1.444 -0.783

---

# 11
13
Properties=species:S:1:pos:R:3:forces:R:3 method="wB97M-V/def2-TZVPD" e_above_lowest_ev=2.998 spin_multiplicity=1 charge=0 smiles="[H]/N=C/NCC"
C -1.30018 -0.90197 -1.78932 0.253 -1.122 -0.857
C -1.25212 -0.22917 -0.40342 3.689 -0.529 0.624
N 0.23508 -0.35994 0.18055 -0.231 -1.649 -1.414
C 0.87612 0.75898 0.68104 2.660 0.633 3.691
N 1.68948 0.76861 1.77796 -2.986 -1.356 -3.646
H -2.22742 -0.73273 -2.39843 0.198 -0.612 1.228
H -0.58690 -0.48128 -2.55729 -0.053 -0.158 1.447
H -1.02329 -2.01718 -1.68499 -0.810 1.607 -0.359
H -1.92479 -0.51855 0.45197 0.388 0.110 -1.447
H -1.16034 0.81510 -0.54759 -1.182 1.307 -0.056
H 0.81350 -1.25057 -0.06045 -1.536 2.371 1.010
H 0.83071 1.81073 0.27391 -1.157 -1.326 -0.457
H 1.86360 1.74672 1.88345 0.769 0.723 0.238

---

# 12
13
Properties=species:S:1:pos:R:3:forces:R:3 method="wB97M-V/def2-TZVPD" e_above_lowest_ev=2.957 spin_multiplicity=1 charge=0
C 1.79312 -0.29975 0.85072 0.273 -1.981 -2.987
C 0.41655 -0.70628 0.06821 0.335 -2.976 0.365
C -1.61191 0.73401 -0.11193 -3.294 1.322 -1.819
H 1.43380 0.52370 1.41154 0.540 0.586 1.426
H 2.68408 0.02787 0.15823 -1.939 -0.466 1.124
H 2.17030 -1.30575 1.35063 -1.028 2.464 -0.463
H 0.62333 -1.66115 -0.56226 -0.171 1.826 0.504
H -0.22199 -1.20592 0.85968 0.583 0.898 -0.577
H -0.17747 0.42835 -1.69248 -1.181 -0.420 2.747
H -1.69189 0.50077 1.02819 -0.130 0.660 -2.200
H -2.30588 1.39865 -1.88350 -0.806 -0.140 2.949
N -0.48101 0.20223 -0.67066 2.217 0.253 -1.394
N -2.63102 1.36327 -0.80637 4.602 -2.025 0.326

---

Number 1: energy -18279.525 eV. Number 2: energy -17290.466 eV. Number 3: energy -16357.160 eV. Number 4: energy -14876.490 eV. Number 5: energy -28823.346 eV. Number 6: energy -20629.697 eV. Number 7: energy -4721.025 eV. Number 8: energy -4721.078 eV. Number 9: energy -4708.183 eV. Number 10: energy -6218.031 eV. Number 11: energy -6218.849 eV. Number 12: energy -6218.890 eV.